This record from OMol25 describes C14H20Br35ClO5P2S2Si2 as an isolated structure at a distorted geometry. The level of theory is the ωB97M-V functional and the def2-TZVPD basis.

Structure (XYZ):
```
81
Properties=species:S:1:pos:R:3:forces:R:3:mulliken_charge:R:1
Br -0.3585 -5.3757 -3.3780 0.06 -0.07 -0.03 -0.058
Br 3.9802 7.4291 -8.0933 0.01 -0.03 0.02 -0.052
H -1.6508 2.3216 -3.2867 -0.49 0.27 -0.14 0.265
Br 0.2416 3.2129 3.3908 0.01 0.02 0.00 0.022
O -1.7196 2.2950 -4.2579 0.43 -0.26 0.78 -0.356
H 4.7515 -3.5373 1.2230 0.00 -0.04 0.02 0.336
C -0.9477 -2.2897 3.7355 0.05 -0.03 -0.05 -0.396
Br -0.6489 2.7653 0.3819 0.10 -0.01 0.03 -0.022
Br 3.0640 -1.8343 0.6203 -0.12 -0.06 0.12 0.170
Br 0.5577 -5.8021 5.6355 0.21 -0.06 -0.05 0.022
H -6.1508 -8.0110 1.7572 -0.03 0.03 0.01 0.376
C 4.8239 -2.5843 0.7211 0.06 0.04 -0.05 -0.379
H -4.6652 -5.8176 7.7484 0.00 -0.01 0.04 0.336
Cl 3.1177 2.7187 -4.3658 -0.35 -0.14 0.32 -0.236
Br 3.5912 7.0367 4.1289 0.04 -0.01 0.00 -0.006
Si 1.6486 2.9036 -2.9260 0.93 0.55 0.71 0.588
C -2.2570 -5.2368 -3.0845 -0.11 -0.05 0.05 0.054
P -0.8822 -0.9104 -1.8916 1.13 0.54 1.68 -0.276
H -6.1740 4.2330 -2.8714 -0.03 0.00 0.04 0.337
Br 0.2608 6.7302 5.4110 -0.05 -0.01 -0.05 0.075
Br -4.8549 6.1958 -3.5803 0.02 -0.06 0.01 -0.011
Br 6.0140 -1.4845 1.7607 0.00 -0.03 -0.05 -0.034
Br 5.5740 5.0974 -6.6170 -0.03 0.01 -0.01 -0.025
Br -2.7662 -2.8410 3.4361 0.04 0.01 -0.03 0.015
H 3.7652 6.5607 -5.7919 0.01 0.03 0.03 0.349
Br -4.6347 -7.2734 5.7464 0.02 0.13 -0.01 0.040
C -5.3823 -8.7587 1.6351 0.02 0.00 -0.01 -0.337
Br 0.2879 -3.2947 2.6558 -0.11 -0.02 0.02 0.057
H 3.4835 9.0634 5.5349 -0.03 0.03 0.00 0.339
Br -5.3466 -4.1862 6.0266 0.02 -0.03 0.03 -0.038
H -2.4381 -4.2610 -2.6585 0.04 0.00 -0.01 0.003
C 3.9119 6.0624 -6.7377 -0.05 -0.05 -0.04 -0.316
O -1.7733 -0.0857 -5.1626 -0.53 0.08 0.25 -0.406
Br 1.6537 4.8835 1.0774 -0.04 -0.05 0.02 -0.028
Br -2.4172 6.6868 3.6952 0.02 -0.03 0.01 -0.027
Br -3.7505 -7.8320 1.2099 -0.05 -0.07 0.15 0.031
H 2.2488 3.7035 -1.8551 0.02 -0.10 0.07 -0.243
H -2.8352 -0.3812 -2.6338 -0.01 0.35 0.12 0.312
H 2.6702 -6.7424 4.7692 0.00 -0.03 -0.03 0.348
Br 4.0415 -2.4484 -4.5203 0.16 0.09 0.03 -0.139
H -0.7141 4.8094 1.7674 0.00 0.04 0.06 0.215
C -1.6597 6.6501 5.4679 0.06 -0.07 0.05 -0.384
Br 0.9418 -1.9805 -5.3589 -0.18 0.10 0.20 -0.064
C 0.0296 4.0325 1.6673 -0.11 0.07 -0.03 -0.193
Br -4.0316 3.7194 -1.7563 0.05 -0.03 -0.02 -0.014
Br -3.2354 -5.3288 -4.7386 0.04 0.00 0.02 -0.039
Br -2.4450 -5.2413 6.8362 -0.17 0.06 0.08 -0.001
O -2.2492 -0.0666 -1.9183 -0.61 -0.82 -0.95 -0.344
C 1.7456 -0.9353 -3.9725 -1.44 -0.07 -0.80 0.185
H -0.3170 -2.7792 -2.7194 -0.28 -0.23 -0.07 0.159
O -1.1712 -2.3656 -2.4923 -0.29 0.38 -0.47 0.033
Br -2.2789 5.1318 6.4742 0.02 0.02 -0.06 0.001
C 4.2333 8.2932 5.4383 0.03 -0.01 0.00 -0.328
H 3.0661 -0.2648 -1.6918 -0.31 0.03 0.44 0.081
S -0.2154 -0.9342 -0.0876 0.12 0.03 -0.20 0.026
H 0.4844 3.6300 -3.4400 -0.13 -0.28 -0.24 -0.149
H 3.9523 0.5702 -2.9521 0.12 0.44 -0.05 0.071
Si 0.5631 0.2559 -3.1838 -0.19 -0.84 0.12 0.083
C -5.1517 4.3333 -3.2016 0.02 0.02 -0.05 -0.332
H -0.7153 -2.5050 4.7682 0.00 -0.02 0.04 0.363
Br 3.2843 -4.3503 4.8211 0.00 -0.05 0.06 -0.015
Br -0.7139 -0.3976 3.4759 -0.02 0.02 0.06 -0.019
Br 3.2657 -6.5211 7.1542 -0.03 0.03 -0.03 -0.035
P -0.7729 1.1203 -4.8091 0.54 0.32 -1.39 0.333
Br 4.4302 7.4720 7.1672 -0.01 0.01 -0.04 0.002
Br 5.8581 9.1493 4.8643 -0.03 -0.04 0.02 -0.042
C 3.6791 -0.3975 -2.5587 0.93 0.09 -0.45 -0.793
Br -2.8777 -6.5402 -1.8118 0.04 0.09 -0.15 0.052
H -2.0053 7.5349 5.9798 -0.04 0.04 -0.01 0.347
S 0.1952 1.5997 -6.4098 0.00 0.30 0.21 -0.320
Br -5.2441 -9.7073 3.3058 -0.01 -0.10 -0.09 -0.067
C 2.9941 -1.1436 -3.6381 0.89 -0.42 0.34 0.365
C -4.3247 -5.6536 6.7376 -0.01 -0.02 -0.06 -0.361
Br -5.9388 -9.9206 0.2062 0.04 0.03 0.04 -0.044
Br 5.5100 -2.9286 -1.0504 0.22 -0.30 0.26 -0.027
O 1.2688 1.4184 -2.2610 -0.44 0.36 -1.12 0.332
H 4.6045 -0.8965 -2.2968 -0.13 0.08 0.18 0.238
Br 2.4231 4.8744 -6.9931 -0.04 0.11 -0.13 0.015
Br -4.9564 3.2464 -4.7749 -0.03 0.04 0.04 -0.030
H -2.0185 0.0706 -6.0944 0.00 -0.39 0.14 0.353
C 2.4732 -5.9649 5.4912 0.00 0.07 0.00 -0.348
```
Forces are in eV/Å.

## Properties
E_tot ... -93530.58620 hartree
M ... 3282.66 Da



This record from OMol25 describes one molecule with the formula C4H6S2 at a distorted geometry. The level of theory is the ωB97M-V functional and the def2-TZVPD basis.

Structure (XYZ):
```
12
Properties=species:S:1:pos:R:3:forces:R:3:mulliken_charge:R:1
H -0.8027 -0.8922 -1.1904 -0.42 -0.51 -1.61 0.372
H -1.3278 1.1422 1.1482 0.06 1.91 -0.23 0.394
C 0.1915 0.1187 0.0126 0.23 1.84 -0.07 0.890
H -1.0431 0.8444 -1.5601 -0.93 0.51 0.04 0.322
C 1.4964 -0.3891 0.2458 3.16 -4.85 1.40 -0.245
S 2.5227 -2.2555 0.6388 -2.56 4.50 -1.02 -0.280
H 0.3898 0.1655 -2.0189 3.72 -0.35 -3.71 0.467
S 1.8098 1.2291 0.2428 -0.04 -0.01 0.03 -0.081
C -0.3382 0.0710 -1.3766 -2.95 -0.67 4.25 -1.307
C -0.8202 0.2217 1.0915 -0.68 -0.46 -1.02 -1.254
H -0.3759 0.0755 2.0424 -0.13 -0.95 0.97 0.404
H -1.7024 -0.3313 0.7238 0.55 -0.97 0.96 0.319
```
Forces are in eV/Å.

## Properties
E_tot ... -952.22166 hartree
SMILES string ... CC1(C)SC1=S
M ... 118.23 Da
Relative energy (zero: lowest compared OMol25 entry of this formula, charge and spin) ... 387.9 kJ/mol



This record from OMol25 describes one molecule with the formula ClFH4Si2 at a distorted geometry. The level of theory is the ωB97M-V functional and the def2-TZVPD basis.

Structure (XYZ):
```
8
Properties=species:S:1:pos:R:3:forces:R:3:mulliken_charge:R:1
Cl 1.5227 -0.4804 2.1574 -2.11 1.18 -1.35 -0.395
H -0.9957 -1.3360 -1.4223 -1.81 -0.34 -0.08 -0.119
H 0.9903 -1.4072 -1.3656 2.63 -1.28 0.25 -0.103
H 0.0209 1.9565 1.1091 0.56 2.02 -0.15 -0.079
F 0.2394 0.7377 -2.1684 -0.33 -1.09 1.33 -0.324
Si -0.3354 0.6360 0.9230 1.97 -2.83 2.48 0.441
Si 0.0518 -0.4798 -1.0157 -0.72 2.60 -2.25 0.640
H -1.4940 0.3732 1.7828 -0.19 -0.26 -0.23 -0.062
```
Forces are in eV/Å.

## Properties
E_tot ... -1141.45354 hartree
SMILES string ... F[SiH2][SiH2]Cl
M ... 114.66 Da
Relative energy (zero: lowest compared OMol25 entry of this formula, charge and spin) ... 93.4 kJ/mol



no.,frontier orbital gap (eV),LUMO level (eV),E_HOMO (eV)
1,8.52,-0.2,-8.720
2,7.18,-1.0,-8.187
3,9.65,-1.0,-10.620